1.
ORCA calculation (ωB97M-V with the def2-TZVPD basis set) on a molecular structure, C9H8BrN2O2 in a non-equilibrium geometry.

Output
HOMO-LUMO gap, eV: 8.38
E_HOMO, eV: -12.63
E, hartree: -3181.42510
Energy relative to the best compared isomer or geometry (same formula, charge and spin), kcal/mol: 23.2

```
! wB97M-V def2-TZVPD RIJCOSX def2/J DEFGRID3
* xyz 1 1
C 3.20 0.45 1.37
C 2.44 1.48 0.75
C 2.59 -0.73 1.80
C 1.14 1.21 0.41
C 1.29 -0.98 1.41
C 0.56 -0.03 0.72
C -0.85 -0.21 0.26
C -2.75 -1.52 0.26
C -3.24 -0.23 -0.40
N -1.56 0.57 -0.46
N -3.77 -0.34 -1.77
O -3.45 -2.50 0.27
O -1.47 -1.40 0.63
Br -4.29 0.85 0.75
H 4.26 0.72 1.62
H 2.75 2.52 0.48
H 2.95 -1.36 2.61
H 0.41 2.00 0.01
H 0.86 -1.86 1.86
H -4.66 0.19 -1.87
H -4.05 -1.41 -1.79
H -2.92 -0.26 -2.48
*
```

***

2.
ORCA calculation (ωB97M-V with the def2-TZVPD basis set) on a single C9H8BrN2P molecule in a non-equilibrium geometry.

Output
HOMO-LUMO gap, eV: 9.04
E_HOMO, eV: -8.54
SMILES: Brc1cccc([C@@H]2N=CCC=P2)n1
E, hartree: -3372.52269
Energy relative to the best compared isomer or geometry (same formula, charge and spin), kcal/mol: 17.2

```
! wB97M-V def2-TZVPD RIJCOSX def2/J DEFGRID3
* xyz 0 1
C -1.23 2.51 0.58
C -0.15 1.75 1.03
C -2.38 1.95 0.06
C -0.38 0.38 0.94
C -2.50 0.56 0.10
C 2.43 -0.72 -0.22
C 0.64 -2.34 -1.12
C 1.85 -1.37 -1.41
C 0.69 -0.98 1.25
N -1.48 -0.18 0.56
N 1.95 -0.57 0.92
P -0.19 -2.35 0.29
Br -4.08 -0.30 -0.31
H -1.05 3.64 0.50
H 0.81 2.28 1.24
H -3.34 2.55 -0.25
H 3.44 -0.21 -0.50
H 0.43 -3.00 -1.87
H 1.30 -0.66 -2.03
H 2.52 -1.85 -2.05
H 0.71 -1.09 2.30
*
```

***

3.
ORCA calculation (ωB97M-V with the def2-TZVPD basis set) on a molecular structure, C9H8ClF6NO5PdS2.

Output
HOMO-LUMO gap, eV: 5.27
E_HOMO, eV: -0.16
E, hartree: -2762.34764
Energy relative to the best compared isomer or geometry (same formula, charge and spin), kcal/mol: 10.0

```
! wB97M-V def2-TZVPD RIJCOSX def2/J DEFGRID3
* xyz -2 1
Pd -0.47 -0.38 -0.27
F 1.41 -3.11 3.53
C 0.55 -3.51 2.59
F -0.52 -4.03 3.23
F 1.13 -4.51 1.91
S -0.01 -2.12 1.49
O -0.87 -2.84 0.57
O -0.60 -1.24 2.46
N 1.44 -1.78 0.99
S 2.01 -1.07 -0.32
O 1.72 -1.68 -1.61
O 2.36 0.33 -0.23
C 3.70 -1.81 -0.04
F 4.24 -1.45 1.14
F 4.55 -1.39 -1.00
F 3.70 -3.15 -0.08
Cl -3.95 1.68 -1.63
C -2.74 2.72 -0.90
C -3.19 3.82 -0.19
C -2.30 4.69 0.41
C -0.94 4.42 0.28
C -0.49 3.32 -0.41
C -1.37 2.38 -1.03
C -0.86 1.23 -1.71
H -4.26 3.99 -0.13
H -2.66 5.55 0.96
H -0.21 5.08 0.74
H 0.57 3.10 -0.47
H 0.15 1.36 -2.08
H -1.53 0.78 -2.44
O -0.28 -3.74 -2.21
H -0.68 -3.56 -1.34
H 0.41 -3.06 -2.22
*
```

***

4.
ORCA calculation (ωB97M-V with the def2-TZVPD basis set) on a molecular structure, C9H8CoN2O4S5Sb.

Output
HOMO-LUMO gap (alpha / beta), eV: 6.25 / 6.25
E_HOMO (alpha / beta), eV: -1.94 / -1.94
E, hartree: -4372.39899

```
! wB97M-V def2-TZVPD RIJCOSX def2/J DEFGRID3
* xyz -2 1
Co 0.25 0.03 0.72
O 2.80 1.00 -2.06
C 2.04 0.90 -1.11
O 1.44 -0.19 -0.76
C 1.68 2.09 -0.16
O 2.16 3.20 -0.29
O 0.86 1.75 0.79
S -3.75 -2.26 1.88
Sb -2.80 -0.20 1.97
S -1.73 0.37 -0.12
S -0.55 -0.14 2.77
S -4.02 1.51 2.81
N -0.55 -2.12 -1.84
C 0.43 -2.63 -1.07
S 0.20 -2.69 0.59
N 1.54 -3.02 -1.77
C 2.80 -3.45 -1.34
C 3.83 -3.32 -2.28
C 5.12 -3.75 -1.99
C 5.40 -4.31 -0.75
C 4.38 -4.43 0.18
C 3.08 -4.02 -0.10
H -1.27 -1.62 -1.31
H -0.27 -1.66 -2.70
H 1.56 -2.67 -2.72
H 3.63 -2.86 -3.24
H 5.90 -3.62 -2.73
H 6.40 -4.63 -0.51
H 4.58 -4.86 1.15
H 2.30 -4.11 0.63
*
```

***

5.
ORCA calculation (ωB97M-V with the def2-TZVPD basis set) on a gas-phase ion, C9H8F5N2O (charge +1) in a non-equilibrium geometry.

Output
HOMO-LUMO gap, eV: 8.67
E_HOMO, eV: -12.48
SMILES: C[C@H]([NH3+])C(=O)Nc1c(F)c(F)c(F)c(F)c1F
E, hartree: -1031.55335
Energy relative to the best compared isomer or geometry (same formula, charge and spin), kcal/mol: 0.0

```
! wB97M-V def2-TZVPD RIJCOSX def2/J DEFGRID3
* xyz 1 1
O -1.19 1.47 0.24
F -2.44 -4.81 1.22
F -1.08 -4.69 -1.16
F -2.49 -2.65 2.88
F 0.32 -2.48 -1.80
F -1.17 -0.38 2.22
C -0.16 1.12 -0.29
C -1.74 -3.70 0.91
C -1.04 -3.64 -0.29
C -1.79 -2.58 1.72
C -0.39 -2.48 -0.67
C -1.14 -1.39 1.33
C -0.43 -1.31 0.09
N 0.28 -0.18 -0.38
C 2.22 2.03 -0.81
C 0.72 2.33 -0.78
N 0.59 3.58 0.07
H 1.05 -0.33 -1.05
H 2.40 1.35 -1.64
H 2.85 2.93 -0.96
H 2.60 1.62 0.12
H 0.44 2.62 -1.82
H 1.17 4.35 -0.25
H -0.39 3.87 0.03
H 0.81 3.35 1.07
*
```

***

6.
ORCA calculation (ωB97M-V with the def2-TZVPD basis set) on a single C9H8INOS molecule in a non-equilibrium geometry.

Output
HOMO-LUMO gap, eV: 6.50
E_HOMO, eV: -7.38
E, hartree: -1173.48013
Energy relative to the best compared isomer or geometry (same formula, charge and spin), kcal/mol: 46.1

```
! wB97M-V def2-TZVPD RIJCOSX def2/J DEFGRID3
* xyz 0 1
C 4.34 -0.41 0.32
C 3.37 -0.34 -0.69
C 4.13 0.48 1.32
C -3.70 0.34 1.91
C -2.30 0.72 0.39
C -3.08 -0.31 -0.03
C 2.41 0.64 -0.46
C -3.08 -1.14 -1.26
C 1.42 1.09 -1.36
N -2.70 1.11 1.64
O -4.00 -0.54 0.95
S 2.74 1.46 1.05
I -0.53 1.62 -0.60
H 5.15 -1.12 0.31
H 3.35 -0.97 -1.56
H 4.71 0.63 2.21
H -4.29 0.36 2.80
H -2.51 -0.63 -2.04
H -2.63 -2.11 -1.07
H -4.10 -1.30 -1.61
H 1.31 0.43 -2.22
*
```

***

7.
ORCA calculation (ωB97M-V with the def2-TZVPD basis set) on a single C9H8N2O molecule in a non-equilibrium geometry.

Output
HOMO-LUMO gap, eV: 9.57
E_HOMO, eV: -9.62
SMILES: C=C(C#N)[C@@H](O)c1ccncc1
E, hartree: -532.36930
Energy relative to the best compared isomer or geometry (same formula, charge and spin), kcal/mol: 98.8

```
! wB97M-V def2-TZVPD RIJCOSX def2/J DEFGRID3
* xyz 0 1
C -1.20 0.28 0.50
C -1.19 1.05 -0.82
C -1.42 2.32 -0.69
C -1.03 0.50 -2.09
C 0.05 -0.37 0.81
C 0.65 -1.23 -0.15
C 2.10 -1.52 0.03
C 2.10 -0.10 1.86
C 0.80 0.30 1.64
H -2.46 -1.12 1.33
H -1.34 1.14 1.32
H -1.68 2.93 0.30
H -1.31 2.92 -1.63
H 0.09 -1.73 -1.03
H 2.71 -2.32 -0.62
H 2.63 0.36 2.82
H 0.39 1.14 2.25
N -0.72 0.31 -3.21
N 2.79 -1.09 1.08
O -2.33 -0.66 0.46
*
```

***

8.
ORCA calculation (ωB97M-V with the def2-TZVPD basis set) on a single C9H8N2O molecule in a non-equilibrium geometry.

Output
HOMO-LUMO gap (alpha / beta), eV: 6.92 / 8.19
E_HOMO (alpha / beta), eV: -6.08 / -8.47
E, hartree: -532.26296
Energy relative to the best compared isomer or geometry (same formula, charge and spin), kcal/mol: 24.0

```
! wB97M-V def2-TZVPD RIJCOSX def2/J DEFGRID3
* xyz 0 3
C -1.38 -1.82 -1.51
C -1.73 -2.17 -0.18
C -0.68 -0.70 -1.78
C -1.33 -1.27 0.79
C -0.35 0.24 -0.77
C -0.72 -0.09 0.54
C 0.34 1.39 -1.06
C 2.35 0.48 1.25
C 1.16 1.24 1.43
N 0.76 2.37 -1.67
N -0.15 0.73 1.48
O 1.96 0.92 2.53
H -1.54 -2.63 -2.36
H -2.38 -3.04 -0.13
H -0.52 -0.54 -2.87
H -1.51 -1.41 1.85
H 3.27 0.77 0.76
H 1.33 2.38 1.12
H 1.67 2.63 -1.83
H -0.57 0.52 2.42
*
```